Entry 1:
Computed, not measured: a cluster of 2 separate species, C5H10N3O4 in total, with ωB97M-V with the def2-TZVPD basis set.

Cartesian coordinates (Å):
C: 2.29933 -1.42504 -2.06347
C: -0.90597 1.47130 1.70188
C: 0.42845 -0.51218 0.96456
C: 1.81056 -0.69329 -4.07594
C: -3.23195 0.85450 2.42757
N: 2.02602 -1.41807 -0.92045
N: 0.07836 2.24210 1.62086
N: -0.72418 0.10961 1.21188
O: 0.30197 -1.78573 0.80213
O: 1.55178 0.17422 0.86752
O: 2.61527 -1.51650 -3.23750
O: -2.01857 1.73412 2.30891
H: 1.16641 -0.09612 -3.47253
H: 1.08066 -1.32725 -4.64781
H: 2.27457 -0.04055 -4.78071
H: -2.93723 0.04307 3.13349
H: -3.55105 0.54630 1.39655
H: -3.90955 1.50054 2.84432
H: -0.07426 3.26766 2.03710
H: -1.52437 -0.51443 1.29055
H: 1.04157 -2.24684 0.25999
H: 2.20218 -0.36742 0.33110

- E_LUMO: -2.8 eV
- HOMO: -13.3 eV
- Charge: +1

These are the Löwdin partial charges, in e, on atoms 1 to 6: C -0.245; C -0.513; C -0.426; C 0.012; C 0.039; N 0.180

---

Entry 2:
Computed, not measured: the ion C5H10N3O5P with charge -2, with ωB97M-V with the def2-TZVPD basis set.

Cartesian coordinates (Å):
N: -0.45013 0.87001 1.90708
C: -0.66142 -0.10364 0.89436
N: -0.13459 -1.34974 1.04722
P: -1.25008 -2.57460 0.04463
O: -2.54317 -2.32423 0.81853
O: -1.27539 -1.99616 -1.34336
O: -0.51192 -3.88106 0.18447
C: 1.20810 -1.25098 0.71910
C: 1.29006 -0.46859 -0.59668
N: 0.33270 0.61720 -0.34151
C: -0.23034 1.44612 -1.35853
C: 0.38322 2.85930 -1.28880
O: 1.18581 3.05763 -0.34780
O: -0.07173 3.63992 -2.17617
H: -0.18500 0.37729 2.77880
H: -1.22939 1.44032 2.15958
H: -1.66807 0.02777 0.61416
H: 1.58490 -2.16673 0.65058
H: 1.77914 -0.66343 1.44853
H: 2.28417 -0.25347 -0.94479
H: 0.78786 -0.87283 -1.47425
H: 0.96238 1.18408 0.23421
H: -0.27078 0.95525 -2.32076
H: -1.31631 1.43058 -1.30860

- SMILES: N[C@@H]1N(P(=O)([O-])[O-])CC[N@H+]1CC(=O)[O-]
- E_LUMO: 5.9 eV
- HOMO: -0.7 eV
- Charge: -2

These are the Löwdin partial charges, in e, on atoms 1 to 6: N 0.072; C -0.345; N -0.117; P 0.094; O -0.468; O -0.425

---

Entry 3:
Computed, not measured: a structure of composition C5H10N3OS, with ωB97M-V with the def2-TZVPD basis set.

Cartesian coordinates (Å):
C: 1.14932 0.10929 -1.46990
C: 0.84292 -0.53541 0.77270
C: 3.13900 -0.72836 -0.15095
C: -1.31438 1.33650 0.63880
C: -1.65102 -1.10684 -0.05253
N: -0.22552 0.39275 -1.26042
N: 1.67530 -0.41067 -0.26383
N: -0.82870 0.10089 -0.03176
O: 1.70870 0.27912 -2.52211
S: 0.77901 -0.78298 2.33055
H: 3.20253 -1.54448 0.67900
H: 3.55377 -1.07123 -1.18641
H: 3.64799 0.32091 0.09934
H: -2.20519 1.48924 0.02627
H: -1.56135 1.19910 1.62043
H: -0.38780 1.92248 0.60262
H: -1.67186 -1.33256 -1.13305
H: -1.23316 -1.89357 0.49516
H: -2.62615 -1.04656 0.42327
H: -0.75635 0.76669 -1.98547

- E_LUMO: -4.6 eV
- HOMO: -14.2 eV
- Charge: +1

These are the Löwdin partial charges, in e, on atoms 1 to 6: C -0.416; C -0.632; C 0.019; C 0.039; C -0.002; N 0.107

---

Entry 4:
Computed, not measured: a cluster of 2 separate species, C5H10N3S in total, with ωB97M-V with the def2-TZVPD basis set.

Cartesian coordinates (Å):
C: 1.90981 0.73407 1.73199
C: 0.91298 -0.10927 1.99175
C: -1.15220 -0.49685 -0.39581
C: 1.18934 2.04532 1.33799
C: -0.66047 -1.22067 -3.00979
N: -1.72999 -1.68935 -0.36724
N: -0.28785 0.50388 1.97866
N: -0.14198 1.67603 1.55030
S: -0.31464 0.04120 -1.69151
H: 2.94384 0.41993 1.72788
H: 0.98994 -1.08398 2.26622
H: 1.61991 2.89956 1.75994
H: 1.43915 2.42366 0.32136
H: -0.24138 -2.06824 -2.67260
H: -0.12367 -0.71275 -3.83899
H: -1.73902 -1.15942 -3.29806
H: -1.65332 -2.37853 -1.12859
H: -0.87898 2.32247 1.28886
H: -2.08147 -2.14706 0.44763

- E_LUMO (alpha / beta): -5.4 / -5.4 eV
- HOMO (alpha / beta): -11.7 / -11.7 eV
- Charge: +1

These are the Löwdin partial charges, in e, on atoms 1 to 6: C 0.091; C -0.108; C -0.606; C -0.101; C -0.326; N 0.010

---

Entry 5:
Computed, not measured: a cluster of 2 separate species, C5H10N4 in total, with ωB97M-V with the def2-TZVPD basis set.

Cartesian coordinates (Å):
C: 0.74484 0.77483 0.17298
C: 1.05139 1.48501 -1.21862
C: -0.21022 0.83301 -1.22052
C: -0.46033 0.50669 1.00090
C: -1.10126 -1.79471 0.63086
H: 1.42631 -1.25448 -0.31064
H: 3.19857 0.06222 0.40361
H: 0.81154 2.50615 -1.53944
H: 1.92269 1.28027 -1.85193
H: -0.98433 1.64711 -1.11285
H: -1.64107 -0.45980 -1.60240
H: -1.15383 1.33306 0.94180
H: -0.06108 0.41599 2.21914
H: -0.82095 -2.41289 -0.15921
H: -1.49369 -1.35437 2.51085
N: 1.75134 -0.30321 0.30913
N: -0.61635 -0.48848 -1.19196
N: -1.05368 -0.55935 0.16210
N: -1.30990 -2.21704 1.85620

- E_LUMO: 0.2 eV
- HOMO: -8.2 eV

These are the Löwdin partial charges, in e, on atoms 1 to 6: C -0.378; C -0.069; C -0.307; C -0.143; C -0.341; H 0.137

---

Entry 6:
Computed, not measured: a structure of composition C5H10N4O2P, with ωB97M-V with the def2-TZVPD basis set.

Cartesian coordinates (Å):
C: 1.41442 3.05352 -0.68648
C: 2.53462 -1.75295 1.59855
C: -3.25889 -0.28104 0.14314
C: 2.33174 -2.09354 0.20225
C: -2.27789 -0.29841 -1.04042
N: 1.56914 1.74568 -0.76749
N: 0.18025 3.34109 -0.36819
N: 0.40246 1.22734 -0.46020
N: -0.45565 2.18838 -0.20207
O: 1.07156 -1.66474 -0.36288
O: -1.15681 -1.19119 -0.86383
P: -0.03264 -0.87075 0.32390
H: 2.36113 -0.68598 1.81349
H: 2.01826 -2.39991 2.35583
H: 3.54606 -1.78012 1.77078
H: -3.69989 -1.16247 0.16550
H: -2.80524 0.11382 1.13452
H: -4.11818 0.29842 -0.06507
H: 2.05689 3.89439 -0.90493
H: 3.01034 -1.85434 -0.56454
H: -2.00474 0.73246 -1.21453
H: -2.68694 -0.55965 -2.00735

- E_LUMO (alpha / beta): 3.6 / 3.6 eV
- HOMO (alpha / beta): -1.9 / -1.9 eV
- Charge: -1

These are the Löwdin partial charges, in e, on atoms 1 to 6: C -0.333; C -0.266; C -0.091; C -0.355; C -0.323; N -0.014

---

Entry 7:
Computed, not measured: the ion C5H10N5 with charge +1, with ωB97M-V with the def2-TZVPD basis set.

Cartesian coordinates (Å):
C: -1.60217 -1.85184 -0.08790
C: -1.04049 -1.08040 -0.77296
C: -0.53490 -0.02404 -1.48124
C: -0.34277 -0.04330 -3.01114
N: 0.04238 1.00126 -0.84604
N: -0.15583 1.28269 0.45102
C: 0.17867 0.83888 1.60305
N: -0.50256 1.25057 2.68450
N: 1.18246 -0.00399 1.81705
N: 1.73601 -0.66978 0.66626
H: -2.23407 -2.61941 0.18849
H: 0.52588 -0.38487 -3.38058
H: -0.36109 0.91651 -3.44653
H: -1.19530 -0.53807 -3.55517
H: 0.26468 1.84915 -1.28333
H: -1.47698 1.48484 2.54597
H: -0.29194 1.11002 3.67334
H: 1.38323 -0.16097 2.78691
H: 1.68597 -1.69192 0.75922
H: 2.73881 -0.66531 0.68908

- SMILES: C#C/C(C)=[NH+]\N=C(\N)NN
- E_LUMO (alpha / beta): -4.4 / -4.4 eV
- HOMO (alpha / beta): -12.8 / -12.8 eV
- Charge: +1

These are the Löwdin partial charges, in e, on atoms 1 to 6: C 0.225; C -0.065; C -0.197; C 0.026; N 0.098; N 0.102

---

How do the records compare in E_tot? In the order shown, they have -661.42845, -1078.43437, -833.87468, -758.57115, -415.17707, -907.28271, -469.89441 Ha.